# 1
# C2H9N2O4SSi2

C2H9N2O4SSi2 as an isolated structure in a non-equilibrium geometry (ωB97M-V/def2-TZVPD, the Open Molecules 2025 dataset).

- maximum force (eV Å⁻¹) = 7.4
- 2S+1 = 1
- lowest unoccupied orbital energy (eV) = 2.1
- E_tot (eV) = -39983.35409
- HOMO level (hartree) = -0.1417
- gap between HOMO and LUMO (eV) = 5.99
- charge = -1

Geometry (Å):
S -0.02 -2.43 -0.07
Si 0.47 0.47 1.70
Si 0.43 -2.43 2.04
O 0.05 1.09 -1.48
O -2.23 -2.37 3.38
O -0.87 -4.38 3.75
O 0.99 -0.90 2.69
N -0.91 2.74 -2.67
N 1.05 1.84 -3.36
C 0.06 1.84 -2.44
C -1.00 -3.16 3.15
H -0.95 0.81 1.88
H -0.92 3.37 -3.46
H 1.07 2.45 -4.16
H 1.56 -3.38 2.22
H -0.95 -1.44 -0.43
H -1.68 2.77 -2.01
H 1.23 1.64 2.20
H 1.80 1.17 -3.22
H 0.83 0.31 0.30

These are the natural (NBO) partial charges, in e, on atoms 1 to 8: -0.5210, 1.1643, 1.3667, -0.6567, -0.8281, -0.7397, -1.2075, -0.8459

---

# 2
# C2H9N2OP

A 2-piece molecular cluster, C2H9N2OP overall in a non-equilibrium geometry (ωB97M-V/def2-TZVPD, the Open Molecules 2025 dataset).

- maximum force (eV Å⁻¹) = 4.1
- 2S+1 = 1
- energy relative to the best compared isomer or geometry (same formula, charge and spin) (kcal per mole) = 47.1
- lowest unoccupied orbital energy (eV) = 0.7
- E_tot (eV) = -16535.30797
- HOMO level (hartree) = -0.3368
- SMILES string = [H]/N=P/N.CCO
- gap between HOMO and LUMO (eV) = 9.83
- charge = 0

Geometry (Å):
P -2.30 0.41 -0.72
O 1.03 -0.41 1.89
N -3.04 -0.44 0.39
N -2.94 -0.26 -2.10
C 2.37 0.80 0.27
C 1.30 -0.33 0.49
H 1.85 -1.34 0.35
H 2.83 1.14 1.17
H 2.09 1.71 -0.27
H -2.83 -0.35 1.39
H 3.24 0.34 -0.22
H 0.39 -0.18 -0.03
H -2.45 0.16 -2.95
H -3.42 -1.13 -2.05
H 1.88 -0.12 2.39

These are the natural (NBO) partial charges, in e, on atoms 1 to 8: 1.1715, -0.7288, -1.2032, -1.1813, -0.6522, -0.0604, 0.1606, 0.2016

---

# 3
# C2H9N3

C2H9N3 as an isolated structure in a non-equilibrium geometry (ωB97M-V/def2-TZVPD, the Open Molecules 2025 dataset).

- maximum force (eV Å⁻¹) = 1.7
- 2S+1 = 1
- energy relative to the best compared isomer or geometry (same formula, charge and spin) (kcal per mole) = 99.9
- lowest unoccupied orbital energy (eV) = 1.0
- E_tot (eV) = -6686.17876
- HOMO level (hartree) = -0.3053
- gap between HOMO and LUMO (eV) = 9.34
- charge = 0

Geometry (Å):
N 0.04 -1.32 -0.11
N 1.21 -0.86 0.09
N -1.16 -0.90 -0.22
C 1.45 0.37 0.79
C -1.61 0.33 0.40
H -1.41 1.19 -0.24
H 0.67 0.37 -2.42
H 0.90 1.22 0.39
H 2.52 0.57 0.68
H 1.24 0.28 1.86
H -2.69 0.23 0.50
H -1.18 0.51 1.38
H -0.10 0.26 -2.54
H 0.11 -2.25 -0.55

These are the natural (NBO) partial charges, in e, on atoms 1 to 8: 0.0192, -0.3352, -0.3336, -0.4680, -0.4677, 0.1952, -0.0039, 0.1881

---

# 4
# C2H9N3

A 2-piece molecular cluster, C2H9N3 overall (ωB97M-V/def2-TZVPD, the Open Molecules 2025 dataset).

- maximum force (eV Å⁻¹) = 0.7
- 2S+1 = 1
- energy relative to the best compared isomer or geometry (same formula, charge and spin) (kcal per mole) = 33.5
- lowest unoccupied orbital energy (eV) = 1.0
- E_tot (eV) = -6689.05582
- HOMO level (hartree) = -0.3426
- SMILES string = C=N.NCN
- gap between HOMO and LUMO (eV) = 10.32
- charge = 0

Geometry (Å):
N 0.96 -5.48 -0.41
N -0.94 2.21 -0.56
N 0.24 4.24 0.26
C 0.02 -4.83 0.11
C -0.34 2.89 0.54
H 1.88 -5.11 -0.12
H 0.44 2.28 0.98
H 0.69 4.51 1.13
H -1.85 2.56 -0.83
H -0.34 2.08 -1.37
H -1.11 3.01 1.29
H 1.02 4.12 -0.39
H 0.09 -3.98 0.78
H -0.99 -5.16 -0.15

These are the natural (NBO) partial charges, in e, on atoms 1 to 8: -0.5874, -0.8429, -0.8425, -0.0426, -0.0495, 0.3281, 0.1471, 0.3452

---

# 5
# C2H9N3

A 2-piece molecular cluster, C2H9N3 overall in a non-equilibrium geometry (ωB97M-V/def2-TZVPD, the Open Molecules 2025 dataset).

- maximum force (eV Å⁻¹) = 5.7
- 2S+1 = 2
- energy relative to the best compared isomer or geometry (same formula, charge and spin) (kcal per mole) = 66.8
- lowest unoccupied orbital energy (alpha / beta) (eV) = -3.3 / -9.0
- E_tot (eV) = -6678.24242
- HOMO level (alpha / beta) (hartree) = -0.4961 / -0.4892
- ⟨S²⟩ = 0.759
- gap between HOMO and LUMO (alpha / beta) (eV) = 10.24 / 4.27
- charge = +1

Geometry (Å):
N 0.87 0.38 -0.08
N -1.09 -2.15 -0.05
N -0.38 2.66 0.25
C 0.81 1.97 -0.29
C -0.54 -3.28 0.34
H -1.24 2.13 0.14
H 1.45 0.25 0.81
H 0.07 -0.25 0.01
H -0.62 -1.86 -0.91
H 0.74 2.02 -1.34
H -0.51 3.59 -0.17
H 1.65 2.35 0.19
H -0.59 -3.58 1.35
H -0.61 -4.21 -0.27

These are the natural (NBO) partial charges, in e, on atoms 1 to 8: -0.5253, -0.6570, -0.5741, -0.0841, 0.0196, 0.3981, 0.4012, 0.4203

---

# 6
# C2H9N3O

A 2-piece molecular cluster, C2H9N3O overall in a non-equilibrium geometry (ωB97M-V/def2-TZVPD, the Open Molecules 2025 dataset).

- maximum force (eV Å⁻¹) = 2.0
- 2S+1 = 1
- energy relative to the best compared isomer or geometry (same formula, charge and spin) (kcal per mole) = 92.2
- lowest unoccupied orbital energy (eV) = 0.5
- E_tot (eV) = -8734.43937
- HOMO level (hartree) = -0.3126
- gap between HOMO and LUMO (eV) = 9.01
- charge = 0

Geometry (Å):
O 0.63 1.79 -0.20
N -1.78 0.64 -0.17
N 1.52 -0.28 0.58
N -2.63 -0.23 -0.17
C 0.68 0.85 0.82
C 1.26 -1.05 -0.62
H -0.41 0.47 0.90
H 2.50 -0.08 0.75
H 0.98 1.34 1.76
H -3.46 -0.22 0.47
H -2.56 -1.11 -0.73
H 0.27 -1.51 -0.52
H 2.01 -1.83 -0.71
H -0.26 1.64 -0.63
H 1.25 -0.43 -1.52

These are the natural (NBO) partial charges, in e, on atoms 1 to 8: -0.7512, -0.2812, -0.6552, -0.3798, 0.1079, -0.4094, 0.1537, 0.3632

---

# 7
# C2H9N3O

The molecule C2H9N3O in a non-equilibrium geometry (ωB97M-V/def2-TZVPD, the Open Molecules 2025 dataset).

- maximum force (eV Å⁻¹) = 3.3
- 2S+1 = 1
- energy relative to the best compared isomer or geometry (same formula, charge and spin) (kcal per mole) = 50.2
- lowest unoccupied orbital energy (eV) = 1.0
- E_tot (eV) = -8736.26309
- HOMO level (hartree) = -0.3285
- SMILES string = CN[C@H](O)NN
- gap between HOMO and LUMO (eV) = 9.90
- charge = 0

Geometry (Å):
O -0.32 1.17 1.89
N -0.07 -0.85 0.85
N -1.02 0.95 -0.33
N -0.53 1.20 -1.66
C 0.69 -1.60 -0.13
C 0.03 0.56 0.69
H -0.03 0.40 -2.06
H -1.18 1.55 1.69
H 1.71 -1.22 -0.26
H 0.11 2.00 -1.69
H -1.69 0.18 -0.32
H 0.76 -2.64 0.19
H 1.03 0.92 0.41
H 0.35 -1.02 1.82
H 0.18 -1.59 -1.10

These are the natural (NBO) partial charges, in e, on atoms 1 to 8: -0.7195, -0.6443, -0.5052, -0.6716, -0.4233, 0.3616, 0.3274, 0.4895

---

# 8
# C2H9N3O

A 2-piece molecular cluster, C2H9N3O overall in a non-equilibrium geometry (ωB97M-V/def2-TZVPD, the Open Molecules 2025 dataset).

- maximum force (eV Å⁻¹) = 3.8
- 2S+1 = 3
- energy relative to the best compared isomer or geometry (same formula, charge and spin) (kcal per mole) = 0.0
- lowest unoccupied orbital energy (alpha / beta) (eV) = 0.9 / -0.4
- E_tot (eV) = -8730.92081
- HOMO level (alpha / beta) (hartree) = -0.1696 / -0.3599
- ⟨S²⟩ = 2.006
- gap between HOMO and LUMO (alpha / beta) (eV) = 5.54 / 9.38
- charge = 0

Geometry (Å):
O 0.53 -1.64 0.97
N -0.50 1.76 0.36
N -0.46 0.45 0.87
N -1.70 -0.21 0.92
C 1.18 -0.58 -1.68
C 0.62 -0.36 0.53
H 0.13 2.34 0.90
H -0.22 1.80 -0.62
H -2.22 -0.14 0.05
H -2.25 0.21 1.66
H 1.96 0.14 -1.82
H 1.57 0.09 0.78
H 0.27 -0.36 -2.22
H -0.41 -1.87 1.02
H 1.48 -1.61 -1.71

These are the natural (NBO) partial charges, in e, on atoms 1 to 8: -0.6911, -0.6687, -0.1629, -0.6778, -0.5222, 0.1818, 0.3601, 0.3380

---

# 9
# C2H9N3O

An isolated ion of composition C2H9N3O and charge +2 in a non-equilibrium geometry (ωB97M-V/def2-TZVPD, the Open Molecules 2025 dataset).

- maximum force (eV Å⁻¹) = 5.9
- 2S+1 = 1
- energy relative to the best compared isomer or geometry (same formula, charge and spin) (kcal per mole) = 65.4
- lowest unoccupied orbital energy (eV) = -8.3
- E_tot (eV) = -8716.72765
- HOMO level (hartree) = -0.7096
- SMILES string = N/C(C[NH3+])=[NH+]\O
- gap between HOMO and LUMO (eV) = 10.96
- charge = +2

Geometry (Å):
O -2.77 -0.49 0.25
N -0.89 1.43 -0.11
N -1.42 -0.82 0.12
N 2.04 -0.29 0.51
C 1.19 -0.05 -0.60
C -0.61 0.18 -0.07
H 1.31 0.91 -1.32
H 1.06 -0.89 -1.18
H -0.33 2.11 -0.55
H 2.97 -0.81 0.36
H -1.24 -1.72 0.41
H -3.36 -1.10 -0.24
H 1.61 -0.84 1.32
H 2.34 0.62 1.02
H -1.93 1.76 0.08

These are the natural (NBO) partial charges, in e, on atoms 1 to 8: -0.5187, -0.7170, -0.2473, -0.7321, -0.2161, 0.5292, 0.2970, 0.2499

---

# 10
# C2H9N3O

A 2-piece molecular cluster, C2H9N3O overall in a non-equilibrium geometry (ωB97M-V/def2-TZVPD, the Open Molecules 2025 dataset).

- maximum force (eV Å⁻¹) = 2.5
- 2S+1 = 1
- energy relative to the best compared isomer or geometry (same formula, charge and spin) (kcal per mole) = 33.0
- lowest unoccupied orbital energy (eV) = -9.7
- E_tot (eV) = -8718.13165
- HOMO level (hartree) = -0.6878
- gap between HOMO and LUMO (eV) = 9.01
- charge = +2

Geometry (Å):
O 2.58 0.42 0.19
N -1.66 -1.46 0.59
N 0.43 -0.84 -0.53
N -1.30 2.00 0.01
C -0.89 -0.49 0.04
C -1.19 0.76 -0.18
H -0.62 2.50 0.65
H 0.67 -1.89 -0.52
H 1.24 -0.33 -0.11
H -2.64 -1.25 0.86
H -1.87 2.61 -0.58
H 2.95 0.02 1.00
H 3.32 0.87 -0.33
H -1.57 -2.45 0.43
H 0.55 -0.47 -1.50

These are the natural (NBO) partial charges, in e, on atoms 1 to 8: -0.9938, -0.7421, -0.7238, -0.5534, 0.3112, 0.3337, 0.4634, 0.4863

---

# 11
# C2H9N3O2S

A 2-piece molecular cluster, C2H9N3O2S overall in a non-equilibrium geometry (ωB97M-V/def2-TZVPD, the Open Molecules 2025 dataset).

- maximum force (eV Å⁻¹) = 4.5
- 2S+1 = 1
- energy relative to the best compared isomer or geometry (same formula, charge and spin) (kcal per mole) = 70.2
- lowest unoccupied orbital energy (alpha / beta) (eV) = -1.4 / -1.4
- E_tot (eV) = -21616.29218
- HOMO level (alpha / beta) (hartree) = -0.2797 / -0.2797
- gap between HOMO and LUMO (alpha / beta) (eV) = 6.22 / 6.22
- charge = 0

Geometry (Å):
S 1.00 -0.18 1.73
O 0.39 1.15 1.74
O 1.48 -0.51 0.39
N -1.09 -0.19 -0.55
N 2.34 0.24 2.60
N -1.74 -0.55 0.46
C -0.78 1.24 -0.71
C -0.43 -1.14 -1.35
H 0.31 1.32 -0.31
H -0.60 -1.25 -2.51
H -1.36 1.96 -0.11
H -0.87 1.53 -1.74
H 2.46 -0.27 3.44
H -0.51 -2.18 -1.03
H 0.67 -0.86 -1.24
H -2.10 0.21 1.03
H 2.46 1.17 2.50

These are the natural (NBO) partial charges, in e, on atoms 1 to 8: 1.6337, -1.1017, -1.0834, 0.0645, -1.0901, -0.1816, -0.4945, -0.5083

---

# 12
# C2H9N3O2S

A 2-piece molecular cluster, C2H9N3O2S overall in a non-equilibrium geometry (ωB97M-V/def2-TZVPD, the Open Molecules 2025 dataset).

- maximum force (eV Å⁻¹) = 4.6
- 2S+1 = 1
- energy relative to the best compared isomer or geometry (same formula, charge and spin) (kcal per mole) = 45.7
- lowest unoccupied orbital energy (eV) = 0.7
- E_tot (eV) = -21617.35378
- HOMO level (hartree) = -0.3321
- SMILES string = CN=[S@](N)(=O)O.C=N
- gap between HOMO and LUMO (eV) = 9.72
- charge = 0

Geometry (Å):
S -0.82 0.76 0.14
O -1.71 1.76 -0.41
O 0.13 1.52 1.09
N -0.14 -0.20 -0.80
N -1.44 -0.16 1.36
N 2.10 0.09 1.20
C -0.75 -0.21 -2.14
C 1.96 -1.14 0.80
H -1.86 0.59 1.92
H 1.25 -1.77 1.22
H -2.20 -0.68 0.95
H 2.56 -1.61 0.00
H -1.79 -0.07 -2.05
H 1.01 1.03 1.59
H -0.44 0.58 -2.82
H -0.60 -1.07 -2.72
H 2.73 0.59 0.69

These are the natural (NBO) partial charges, in e, on atoms 1 to 8: 2.3887, -0.9373, -0.9745, -1.0042, -1.0355, -0.6557, -0.4129, 0.0781